*i*
62
Properties=species:S:1:pos:R:3 method="wB97M-V/def2-TZVPD" homo_energy_ev=-8.441 gap_ev=9.189 e_lumo_ha=0.0275 smiles="COC(=O)CC[C@H](C)N1CCC(Oc2ccc(C(=O)NCc3ccccn3)cc2)CC1"
C -6.238 5.237 4.681
H -6.656 4.743 3.801
H -6.915 5.082 5.523
H -6.099 6.298 4.489
O -4.952 4.712 4.978
C -4.911 3.443 5.411
O -5.890 2.760 5.553
C -3.494 3.016 5.708
C -3.082 1.790 4.886
H -3.848 1.023 5.008
H -2.141 1.410 5.284
C -2.867 2.104 3.395
N -1.785 1.270 2.887
C -2.084 -0.142 2.763
C -0.781 -0.925 2.625
H -0.986 -1.993 2.548
H -0.155 -0.755 3.501
C -0.020 -0.452 1.389
C 0.191 1.060 1.494
C -1.154 1.759 1.680
H -1.776 1.586 0.782
H -0.992 2.835 1.778
H 0.695 1.445 0.606
H 0.823 1.257 2.360
H -0.611 -0.691 0.492
O 1.212 -1.155 1.360
C 1.959 -1.195 0.229
C 3.193 -1.842 0.351
C 4.032 -1.956 -0.732
C 3.665 -1.449 -1.978
C 2.442 -0.801 -2.097
C 1.598 -0.668 -1.009
H 0.661 -0.150 -1.142
H 2.143 -0.362 -3.038
C 4.626 -1.600 -3.104
O 5.824 -1.737 -2.929
N 4.078 -1.547 -4.344
H 3.085 -1.679 -4.473
C 4.863 -1.831 -5.518
C 4.156 -2.796 -6.430
N 2.871 -3.015 -6.183
C 2.204 -3.846 -6.966
C 2.777 -4.503 -8.042
C 4.120 -4.272 -8.306
C 4.823 -3.405 -7.490
H 5.869 -3.201 -7.660
H 4.609 -4.764 -9.134
H 2.194 -5.174 -8.652
H 1.161 -3.985 -6.712
H 5.062 -0.901 -6.072
H 5.828 -2.234 -5.191
H 4.992 -2.441 -0.638
H 3.465 -2.241 1.315
H -2.721 -0.354 1.885
H -2.612 -0.473 3.658
C -4.174 2.006 2.599
H -3.994 2.212 1.546
H -4.892 2.731 2.968
H -4.612 1.016 2.695
H -2.499 3.135 3.321
H -2.823 3.854 5.523
H -3.455 2.755 6.768

*ii*
62
Properties=species:S:1:pos:R:3 method="wB97M-V/def2-TZVPD" homo_energy_ev=-8.093 gap_ev=8.670 e_lumo_ha=0.0212 smiles="COc1ccc(OC)c(Cc2nnc(CCC(=O)N[C@H]3[C@@H]4C[C@H]5C[C@@H](C4)C[C@@H]3C5)o2)c1"
C 1.173 3.793 0.515
H 0.708 4.742 0.254
O 2.188 3.592 -0.441
C 2.923 2.449 -0.367
C 2.748 1.452 0.584
C 3.544 0.316 0.576
C 4.537 0.156 -0.392
C 4.716 1.160 -1.339
C 3.920 2.288 -1.327
H 4.058 3.062 -2.065
H 5.475 1.071 -2.099
O 5.276 -0.997 -0.335
C 6.300 -1.182 -1.280
H 5.906 -1.214 -2.301
H 6.750 -2.144 -1.040
H 7.062 -0.399 -1.207
C 3.307 -0.752 1.624
C 1.911 -1.233 1.520
N 0.835 -0.600 1.856
N -0.207 -1.390 1.521
C 0.277 -2.470 0.997
O 1.625 -2.435 0.968
C -0.483 -3.618 0.450
H -1.375 -3.775 1.057
H 0.155 -4.501 0.518
C -0.880 -3.406 -1.020
C -2.118 -2.545 -1.294
O -2.783 -2.743 -2.293
N -2.392 -1.591 -0.392
H -1.771 -1.420 0.387
C -3.457 -0.631 -0.595
C -4.136 -0.255 0.724
C -3.176 0.507 1.639
C -2.698 1.776 0.934
C -1.981 1.396 -0.361
C -2.947 0.648 -1.278
C -4.147 1.538 -1.596
C -4.863 1.907 -0.297
C -3.898 2.666 0.614
H -4.406 2.952 1.538
H -3.564 3.581 0.119
C -5.339 0.635 0.407
H -5.859 0.896 1.331
H -6.041 0.098 -0.234
H -5.727 2.541 -0.524
H -4.832 1.012 -2.264
H -3.811 2.445 -2.105
H -2.438 0.368 -2.207
H -1.113 0.774 -0.134
H -1.626 2.296 -0.870
H -2.006 2.316 1.590
H -3.696 0.773 2.562
H -2.318 -0.109 1.910
H -4.475 -1.169 1.226
H -4.178 -1.120 -1.261
H -1.080 -4.376 -1.479
H -0.048 -2.957 -1.570
H 3.461 -0.328 2.618
H 3.990 -1.585 1.464
H 1.984 1.520 1.341
H 0.423 2.997 0.480
H 1.585 3.858 1.527

Which of them is least stable? Easy: *ii*.

*i*
11
Properties=species:S:1:pos:R:3 method="wB97M-V/def2-TZVPD" homo_energy_ev=-10.403 gap_ev=10.851 e_lumo_ha=0.0165 smiles="C[C@]1(O)OOC1=O"
C -1.449 -0.560 -0.091
C -0.161 0.193 -0.310
C 1.082 -0.273 0.549
O -1.915 -1.650 -0.227
O -1.978 0.425 0.691
O -0.876 1.310 0.509
O 0.088 0.586 -1.605
H 1.605 -0.868 -0.239
H 0.957 -0.800 1.531
H 1.669 0.645 0.846
H 0.979 0.993 -1.655

*ii*
11
Properties=species:S:1:pos:R:3 method="wB97M-V/def2-TZVPD" homo_energy_ev="-9.007 / -8.349" gap_ev="8.919 / 8.127" e_lumo_ha="-0.0032 / -0.0081"
C 2.076 1.495 0.675
C 0.473 -0.643 0.340
C 0.075 0.770 -0.172
O 3.181 1.969 0.743
O 1.020 1.853 0.128
O 0.384 -1.534 -0.671
O -1.072 1.139 0.440
H -0.131 -0.750 1.161
H -0.244 0.710 -1.177
H 1.191 -1.611 -1.147
H -1.060 1.184 1.434

Which of them is least stable? Easy: *ii*.

*i*
11
Properties=species:S:1:pos:R:3 method="wB97M-V/def2-TZVPD" homo_energy_ev=-8.883 gap_ev=9.532 e_lumo_ha=0.0239 smiles="O=C(O)/C(O)=C/O"
C -0.161 0.139 -0.125
C 0.686 1.232 -0.238
C 0.021 -1.260 0.336
O -1.539 0.400 -0.261
O 0.180 2.415 -0.560
O -0.872 -2.031 0.462
O 1.280 -1.660 0.705
H 1.794 1.314 -0.113
H -0.741 2.405 -0.874
H -1.921 -0.466 -0.498
H 1.273 -2.489 1.166

*ii*
11
Properties=species:S:1:pos:R:3 method="wB97M-V/def2-TZVPD" homo_energy_ev=-8.900 gap_ev=9.294 e_lumo_ha=0.0145
C -0.316 0.570 0.656
C 1.804 0.014 -0.228
C -1.560 0.295 1.013
O 0.126 0.127 -0.819
O 0.801 0.925 1.110
O -0.402 -1.120 -1.309
O 2.648 0.616 -0.755
H -0.718 -0.849 -2.186
H 1.749 -0.990 0.191
H -2.262 -0.115 0.307
H -1.870 0.528 2.020

Which of them is least stable? Easy: *ii*.

*i*
10
Properties=species:S:1:pos:R:3 method="wB97M-V/def2-TZVPD" homo_energy_ev="-3.512 / -3.512" gap_ev="7.277 / 7.277" e_lumo_ha="0.1384 / 0.1384" total_charge=-1 smiles="O=C([O-])c1cocn1"
C 0.373 -0.606 -1.045
C -1.577 0.326 -0.842
C -0.024 0.060 0.642
C 1.215 0.012 1.621
N -1.212 0.442 0.413
O 1.954 0.924 1.312
O 1.321 -0.806 2.517
O -0.736 -0.245 -1.669
H 1.178 -1.047 -1.641
H -2.494 0.941 -1.309

*ii*
10
Properties=species:S:1:pos:R:3 method="wB97M-V/def2-TZVPD" homo_energy_ev=-4.476 gap_ev=8.267 e_lumo_ha=0.1393 total_charge=-1 smiles="O=c1ccoc([O-])n1"
C 0.909 0.702 -0.056
C 0.878 -0.243 0.892
C -0.217 0.745 -0.954
C -1.290 -0.962 0.145
N -1.256 -0.064 -0.811
O -0.126 1.696 -2.079
O -2.172 -1.751 0.391
O -0.144 -1.082 1.054
H 1.739 1.374 -0.191
H 1.678 -0.415 1.610

Which of them is least stable? Easy: *i*.

*i*
27
Properties=species:S:1:pos:R:3 method="wB97M-V/def2-TZVPD" homo_energy_ev="-12.087 / -12.088" gap_ev="7.495 / 7.496" e_lumo_ha="-0.1688 / -0.1687" total_charge=+1
C -2.391 0.448 0.216
C -2.283 1.795 0.331
C -1.284 -0.368 -0.092
C 0.033 0.256 -0.181
C 0.058 1.709 -0.190
C 1.118 2.528 -0.558
C 1.115 -0.426 -0.114
C 3.409 -1.254 0.259
C -2.743 -2.401 -0.102
C 2.523 0.024 0.157
N -1.141 2.408 0.142
N -1.408 -1.706 -0.102
H -3.511 0.076 0.400
H -3.016 2.537 0.572
H 1.048 3.566 -0.656
H 1.904 2.135 -1.053
H 1.072 -1.466 0.073
H 3.452 -1.612 -0.706
H 2.979 -2.012 0.882
H 4.351 -1.023 0.673
H -3.217 -1.877 -0.961
H -2.580 -3.540 -0.119
H -3.356 -2.206 0.827
H 2.908 0.781 -0.506
H 2.600 0.408 1.138
H -1.039 3.357 0.198
H -0.601 -2.138 -0.526

*ii*
27
Properties=species:S:1:pos:R:3 method="wB97M-V/def2-TZVPD" homo_energy_ev=-11.275 gap_ev=7.691 e_lumo_ha=-0.1317 total_charge=+1
C -0.698 -2.426 0.865
C -0.003 1.082 0.818
C 0.326 -0.283 0.582
C -0.864 -1.004 0.814
C -1.828 -0.205 1.308
C 1.089 1.928 1.021
C 2.366 1.522 0.653
C 2.574 0.253 0.082
C 1.537 -0.670 0.128
N -1.224 1.082 1.466
H 0.907 2.865 1.534
H 3.295 2.181 0.735
H -1.579 1.989 1.773
H 3.668 0.156 -0.099
H -2.960 -0.333 1.422
H 1.699 -1.751 -0.160
H -1.442 -2.960 1.538
H 0.177 -2.634 1.560
H -1.016 -2.967 0.025
C -0.883 -0.565 -3.723
N -1.333 -0.070 -2.278
H -0.971 1.002 -2.389
H -2.329 -0.094 -2.145
H -0.883 -0.560 -1.461
H -1.107 -1.604 -3.702
H 0.174 -0.206 -3.742
H -1.433 0.030 -4.510

Which of them is least stable? Easy: *ii*.

*i*
5
Properties=species:S:1:pos:R:3 method="wB97M-V/def2-TZVPD" homo_energy_ev=-9.742 gap_ev=9.636 e_lumo_ha=-0.0039
C 0.469 -0.621 -1.403
S -0.486 0.180 -2.334
S 1.401 -1.526 -0.560
Cl -0.745 1.564 1.881
H -0.639 0.404 2.416

*ii*
5
Properties=species:S:1:pos:R:3 method="wB97M-V/def2-TZVPD" homo_energy_ev="-9.821 / -8.435" gap_ev="8.651 / 6.207" e_lumo_ha="-0.0430 / -0.0819"
C 0.506 -0.705 -0.750
S 0.411 -0.397 -2.293
S -1.782 0.568 1.195
Cl 1.683 -0.814 0.369
H -0.818 1.347 1.478

Which of them is least stable? Easy: *ii*.